# 1
Here is 3 unconnected molecules or ions with the total composition C19H26O11S in a non-equilibrium geometry from the OMol25 dataset. Energies are from wB97M-V/def2-TZVPD.

Summary:
**Highest occupied orbital energy**: -8.3 eV
**Electronic energy**: -53468.0817 eV
**Structure (SMILES)**: Cc1ccc(C(C)C)c(OC[C@H]2COS(=O)(=O)O2)c1.O=C1OCCO1.O=C1OCCO1

Last column: Mulliken charge in e.
CARTESIAN COORDINATES (ANGSTROEM)
C 3.99 -3.47 1.73  -0.967
C 3.78 -1.84 1.72  0.564
C 5.08 -0.89 1.37  -0.617
C 4.82 0.76 1.41  -0.402
C 3.33 1.43 1.77  0.304
C 3.20 3.06 1.74  0.582
C 3.26 3.50 0.13  -1.124
C 4.42 3.87 2.50  -1.128
C 2.05 0.48 2.13  0.157
O 0.70 0.93 2.50  -0.413
C -0.02 1.54 1.37  -0.276
C -1.41 0.69 1.05  -0.086
C -2.68 1.48 0.37  -0.273
O -2.69 0.97 -1.03  -0.296
S -1.36 -0.04 -1.41  1.077
O -0.21 0.70 -2.19  -0.558
O -1.74 -1.31 -2.24  -0.557
O -0.97 -0.45 0.22  -0.193
C 2.31 -1.17 2.08  -0.518
H 3.80 -4.00 0.70  0.241
H 5.08 -3.78 2.09  0.299
H 3.22 -3.91 2.49  0.292
H 6.16 -1.27 1.12  0.247
H 5.76 1.42 1.16  0.154
H 2.15 3.32 2.24  0.200
H 4.29 4.06 -0.09  0.400
H 3.28 2.54 -0.57  0.288
H 2.38 4.20 -0.19  0.225
H 4.25 3.93 3.65  0.313
H 5.50 3.48 2.22  0.230
H 4.38 4.99 2.09  0.344
H 0.64 1.74 0.42  0.127
H -0.38 2.61 1.74  0.284
H -1.73 0.33 2.12  0.303
H -3.65 1.32 1.02  0.314
H -2.48 2.63 0.49  0.298
H 1.44 -1.93 2.31  0.188
C -4.99 0.75 -4.04  -0.275
C -4.43 1.95 -3.34  0.010
O -4.79 3.02 -4.20  -0.328
C -5.87 2.60 -4.92  0.575
O -6.54 3.33 -5.63  -0.546
O -6.10 1.27 -4.74  -0.339
H -5.30 -0.04 -3.35  0.265
H -4.28 0.32 -4.77  0.287
H -4.89 2.11 -2.36  0.139
H -3.34 1.89 -3.22  0.194
C -2.21 -3.99 -0.10  -0.148
C -2.77 -5.37 -0.20  -0.356
O -1.62 -6.19 -0.15  -0.322
C -0.65 -5.47 0.48  0.608
O 0.42 -5.93 0.84  -0.555
O -1.03 -4.17 0.65  -0.227
H -2.89 -3.30 0.41  0.269
H -1.95 -3.57 -1.08  0.169
H -3.42 -5.62 0.65  0.255
H -3.32 -5.53 -1.13  0.303

# 2
Here is 13 unconnected molecules or ions with the total composition C19H27BCl36F3N2O2 in a non-equilibrium geometry from the OMol25 dataset. Energies are from wB97M-V/def2-TZVPD.

Summary:
**Highest occupied orbital energy**: -12.4 eV
**Charge**: +1
**Electronic energy**: -486848.7823 eV

Last column: Mulliken charge in e.
CARTESIAN COORDINATES (ANGSTROEM)
N 2.05 -1.97 2.76  -0.527
B 1.57 -2.09 1.41  0.510
O 2.25 -2.86 0.49  -0.630
C 0.21 -1.39 0.95  -1.164
N 0.24 0.13 1.20  0.006
C 0.27 0.89 -0.10  -0.857
C 0.32 -0.21 -1.14  -0.360
C -0.17 -1.55 -0.53  1.509
C -1.58 -2.09 -0.91  -0.780
C -2.72 -2.00 0.12  -0.041
O -3.83 -2.76 -0.28  -0.583
C -3.14 -0.54 0.41  0.844
F -2.75 -0.18 1.68  -0.388
F -4.47 -0.33 0.32  -0.219
F -2.55 0.35 -0.43  -0.151
H 3.05 -1.78 2.85  0.232
H 1.55 -1.34 3.37  0.208
H 3.04 -3.25 0.87  0.274
H -0.53 -1.74 1.68  0.135
H 0.91 0.41 1.91  0.519
H -0.67 0.35 1.62  0.314
H -0.61 1.53 -0.14  0.241
H 1.13 1.56 -0.11  0.557
H 1.38 -0.38 -1.31  -0.286
H -0.11 0.04 -2.11  0.469
H 0.51 -2.25 -1.01  0.184
H -1.46 -3.15 -1.12  0.078
H -1.88 -1.62 -1.85  0.162
H -2.39 -2.45 1.06  0.357
H -4.08 -2.52 -1.18  0.240
C -5.97 -1.64 3.45  0.423
Cl -7.52 -2.36 3.04  -0.124
Cl -6.03 0.12 3.28  -0.129
Cl -5.50 -2.09 5.10  -0.072
H -5.23 -2.02 2.76  -0.113
C -4.13 -1.75 -4.50  -0.129
Cl -3.05 -0.61 -5.31  -0.090
Cl -3.23 -3.09 -3.78  -0.062
Cl -5.07 -0.92 -3.26  -0.073
H -4.81 -2.16 -5.24  0.441
C 4.86 0.42 -2.13  -0.215
Cl 3.88 -0.75 -1.22  0.006
Cl 3.82 1.50 -3.06  -0.049
Cl 5.90 1.34 -1.05  -0.049
H 5.48 -0.13 -2.82  0.333
C 0.67 5.16 0.63  -0.092
Cl 2.09 6.19 0.59  -0.087
Cl 0.17 4.69 -0.99  -0.030
Cl 0.99 3.71 1.61  -0.128
H -0.14 5.70 1.10  0.336
C 9.52 3.15 0.60  0.018
Cl 7.78 3.43 0.56  -0.099
Cl 9.95 1.78 -0.42  -0.123
Cl 10.40 4.60 0.11  -0.118
H 9.81 2.92 1.62  0.326
C 7.68 6.76 -2.27  0.129
Cl 6.59 7.84 -1.40  -0.118
Cl 7.03 5.12 -2.31  -0.061
Cl 8.01 7.36 -3.89  -0.118
H 8.62 6.73 -1.72  0.173
C -7.85 2.53 -3.68  0.098
Cl -9.54 2.99 -3.78  -0.115
Cl -7.54 1.05 -4.60  -0.126
Cl -6.80 3.84 -4.23  -0.097
H -7.62 2.33 -2.64  0.233
C -4.73 -4.78 8.51  0.025
Cl -5.17 -3.08 8.27  -0.125
Cl -2.98 -4.99 8.57  -0.071
Cl -5.48 -5.41 9.97  -0.118
H -5.11 -5.34 7.66  0.299
C 0.99 -5.58 -1.28  0.521
Cl 1.77 -7.12 -1.61  -0.116
Cl 1.04 -4.52 -2.69  -0.139
Cl -0.68 -5.81 -0.74  -0.124
H 1.52 -5.09 -0.48  -0.110
C -1.81 3.05 -4.25  -0.149
Cl -3.04 4.30 -4.23  -0.100
Cl -0.19 3.73 -4.35  -0.024
Cl -1.97 2.01 -2.82  0.033
H -1.97 2.43 -5.12  0.260
C 0.44 -4.66 9.90  0.123
Cl 1.57 -3.55 10.66  -0.124
Cl 0.47 -4.47 8.14  -0.130
Cl 0.79 -6.33 10.34  -0.106
H -0.56 -4.42 10.24  0.230
C 3.30 3.71 -7.08  0.023
Cl 3.08 3.81 -5.33  -0.078
Cl 1.78 4.00 -7.92  -0.122
Cl 4.54 4.84 -7.62  -0.108
H 3.63 2.71 -7.32  0.279

# 3
Here is a molecular structure, C19H27BNO2PPd in a non-equilibrium geometry from the OMol25 dataset. Energies are from wB97M-V/def2-TZVPD.

Summary:
**2S+1**: 5
**Highest occupied orbital energy (alpha / beta)**: -11.4 / -13.7 eV
**Charge**: +2
**Energy above the lowest of the compared OMol25 structures with the same formula, charge and spin**: 1.6278 eV
**Electronic energy**: -39149.5090 eV
**⟨S²⟩**: 6.032

Last column: Löwdin spin population.
CARTESIAN COORDINATES (ANGSTROEM)
C -2.52 0.48 -3.70  -0.007
C -2.16 -0.61 -2.93  0.026
C -1.35 -0.53 -1.77  0.049
C -0.96 0.77 -1.37  0.264
C -1.18 1.85 -2.23  0.025
C -2.00 1.73 -3.37  0.028
C -1.17 -1.87 -1.08  0.051
C 0.03 -2.89 -1.18  0.059
N 1.35 -2.64 -1.72  0.583
Pd -0.38 1.46 0.52  0.814
C -0.58 3.19 -1.92  0.026
P 0.88 2.83 -0.85  0.179
H -2.57 -1.59 -3.19  0.003
H -2.17 2.62 -3.97  0.003
H -3.18 0.37 -4.56  -0.001
H -1.25 3.82 -1.30  0.000
H -0.31 3.73 -2.84  0.006
H -1.43 -1.76 -0.02  0.011
H -1.98 -2.47 -1.51  0.000
H 0.20 -3.21 -0.14  0.001
C 1.40 4.41 -0.15  0.042
C 2.17 2.28 -2.01  0.020
H -0.33 -3.76 -1.74  0.028
C 1.51 -1.79 -2.87  0.069
C 2.37 -2.48 -0.68  0.056
H 0.88 2.19 1.77  0.100
H 1.89 -2.39 -3.72  0.032
H 0.57 -1.31 -3.17  0.009
H 2.26 -1.01 -2.67  0.011
H 2.99 -3.39 -0.64  0.026
H 3.03 -1.62 -0.90  0.008
H 1.90 -2.34 0.30  0.011
H 2.68 3.14 -2.47  0.003
H 2.90 1.68 -1.46  0.002
H 1.74 1.65 -2.81  0.001
H 1.51 5.21 -0.89  0.010
H 0.66 4.70 0.61  0.000
H 2.36 4.21 0.35  0.000
H 0.79 1.59 2.28  0.097
O 0.57 -0.77 2.66  0.108
B -0.28 0.27 2.15  0.288
O -1.55 0.19 2.84  0.176
C -1.43 -0.81 3.74  0.232
C -2.18 -0.90 4.90  0.020
C -1.63 -1.53 6.01  0.132
C -0.38 -2.14 5.92  0.190
C 0.37 -2.11 4.74  -0.009
C -0.14 -1.39 3.66  0.208
H -3.12 -0.37 4.95  -0.001
H -2.17 -1.51 6.95  0.004
H 0.05 -2.63 6.80  0.007
H 1.37 -2.54 4.69  -0.002

# 4
Here is a molecular structure, C19H27BrN4O2Pd from the OMol25 dataset. Energies are from wB97M-V/def2-TZVPD.

Summary:
**2S+1**: 3
**Highest occupied orbital energy (alpha / beta)**: -14.0 / -13.6 eV
**Charge**: +2
**Electronic energy**: -103704.7094 eV
**⟨S²⟩**: 2.045

Last column: Löwdin spin population.
CARTESIAN COORDINATES (ANGSTROEM)
Pd 0.03 0.03 0.15  0.953
C 0.87 -4.48 -0.05  0.002
C 1.09 -3.02 0.22  0.014
O 0.18 -2.23 -0.04  0.078
C 2.39 -2.58 0.80  0.109
C 3.23 -3.52 1.34  0.019
C 4.48 -3.18 1.89  0.215
C 4.92 -1.85 1.87  -0.012
C 4.13 -0.88 1.33  0.162
C 2.84 -1.20 0.77  0.052
O 2.16 -0.25 0.28  0.319
H -0.05 -4.60 -0.62  0.000
H 0.77 -5.02 0.89  0.000
H 1.71 -4.91 -0.60  0.000
H 2.93 -4.56 1.36  -0.002
H 5.10 -3.95 2.32  0.010
H 5.89 -1.60 2.29  -0.004
H 4.43 0.15 1.30  0.006
N -2.37 2.28 -0.69  -0.002
C -2.20 2.85 -2.08  0.000
C -0.84 3.51 -2.24  0.000
C 0.35 2.55 -2.26  0.005
N 0.70 2.10 -0.89  0.043
C 0.11 1.37 -3.21  0.000
C -1.28 0.72 -3.15  0.001
N -1.38 -0.18 -1.97  0.011
C -2.40 1.76 -3.12  0.000
H -2.24 2.99 0.03  0.000
H -1.69 1.53 -0.53  -0.002
H -3.30 1.88 -0.56  0.000
H -2.99 3.60 -2.17  0.000
H -0.69 4.30 -1.49  0.000
H -0.86 4.03 -3.20  0.000
H 1.19 3.11 -2.66  0.002
H 0.81 2.91 -0.29  0.000
H 1.62 1.67 -0.91  -0.001
H 0.86 0.60 -3.02  0.000
H 0.27 1.71 -4.23  0.000
H -1.41 0.14 -4.07  0.001
H -0.80 -0.99 -2.13  -0.001
H -2.32 -0.56 -1.91  0.000
H -3.38 1.27 -2.99  0.000
H -2.43 2.25 -4.09  0.000
Br -2.82 -0.38 6.27  0.000
C -2.22 -0.13 4.52  -0.001
C -1.42 0.96 4.20  0.001
C -1.00 1.11 2.89  0.001
N -1.32 0.25 1.92  0.021
C -2.10 -0.80 2.24  0.001
C -2.57 -1.02 3.52  0.001
H -1.12 1.68 4.96  0.000
H -0.37 1.94 2.62  0.000
H -2.34 -1.49 1.44  0.000
H -3.19 -1.88 3.73  0.000